{"formula": "C3H6N2O", "method": "wB97M-V/def2-TZVPD", "charge": 0, "lumo_ev": 0.77, "spin_multiplicity": 1, "smiles": "N#C[C@@H](N)CO", "homo_ev": -10.6, "homo_lumo_gap_ev": 11.3, "symbols": ["O", "N", "N", "C", "C", "C", "H", "H", "H", "H", "H", "H"], "coordinates": [[1.0328, 0.4094, -1.7390], [-1.1430, -0.7906, 1.0104], [1.2385, 1.7465, 1.2394], [0.1001, -0.4558, 0.3417], [0.7807, 0.7324, 0.9181], [-0.1241, -0.1195, -1.1503], [-0.9818, 0.5668, -1.2302], [0.7760, -1.3149, 0.3994], [-0.9541, -1.1180, 1.9532], [1.2498, 1.2328, -1.2731], [-0.3639, -1.0324, -1.6981], [-1.7206, 0.0407, 1.1038]], "forces_ev_per_a": [[0.113, 0.297, 0.060], [-0.013, 0.113, 0.131], [-0.403, -1.007, -0.179], [0.167, -0.013, -0.118], [0.392, 0.924, 0.259], [-0.275, -0.140, 0.068], [0.116, -0.082, 0.024], [-0.014, 0.184, 0.041], [-0.075, -0.027, -0.144], [0.059, -0.173, -0.253], [-0.058, 0.049, 0.172], [-0.009, -0.125, -0.060]]}

{"formula": "C50H59GeN3O5P2Pb", "method": "wB97M-V/def2-TZVPD", "s_squared": 1.83, "charge": 3, "lumo_ev": [-9.18, -9.99], "spin_multiplicity": 2, "homo_ev": [-15.4, -15.2], "homo_lumo_gap_ev": [6.2, 5.3], "symbols": ["Pb", "Ge", "P", "P", "O", "O", "O", "O", "O", "N", "N", "N", "C", "C", "C", "C", "C", "C", "C", "C", "C", "C", "C", "C", "C", "C", "C", "C", "C", "C", "C", "C", "C", "C", "C", "C", "C", "C", "C", "C", "C", "C", "C", "C", "C", "C", "C", "C", "C", "C", "C", "C", "C", "C", "C", "C", "C", "C", "C", "C", "C", "C", "H", "H", "H", "H", "H", "H", "H", "H", "H", "H", "H", "H", "H", "H", "H", "H", "H", "H", "H", "H", "H", "H", "H", "H", "H", "H", "H", "H", "H", "H", "H", "H", "H", "H", "H", "H", "H", "H", "H", "H", "H", "H", "H", "H", "H", "H", "H", "H", "H", "H", "H", "H", "H", "H", "H", "H", "H", "H", "H"], "coordinates": [[-1.6744, -0.2309, -0.3361], [-2.8900, 2.4086, 0.9233], [2.1559, -0.5500, -0.3959], [4.8574, 0.8195, -0.6762], [-1.3871, 2.5497, -0.0260], [-3.2263, -1.9236, 0.4632], [-2.3867, 1.1825, 2.1083], [-4.5662, -2.6125, 2.5438], [-3.6165, 1.1938, -0.2284], [-1.3974, -0.3004, -2.9657], [-2.3062, -3.5714, -0.8688], [-1.9669, -2.5049, -1.5879], [-4.2286, -3.8597, 2.2791], [-5.0182, 0.0764, -1.7879], [-2.2730, 2.3714, 4.2115], [-4.3290, 2.4627, -2.1745], [8.8077, 1.4089, -1.0454], [-1.3661, -1.5288, -5.0210], [-1.1057, 0.8032, -3.6426], [4.3441, 3.6989, 2.1187], [-4.7437, 1.4248, -1.1467], [2.6212, -4.1946, -2.2653], [-3.4250, -4.1949, 1.1377], [4.4998, 2.3740, 0.1188], [-0.3242, 3.5400, 0.0654], [-2.2305, -0.1278, 4.0731], [-1.5170, -1.4540, -3.6472], [1.7143, -0.7488, 2.3654], [-4.6751, -4.8673, 3.1377], [4.1648, 4.8360, 1.3381], [1.4337, -1.3002, 1.1141], [2.3574, -3.8615, -3.5922], [-1.8516, -2.6396, -2.8636], [4.1423, 4.7449, -0.0473], [-0.9383, 4.9176, 0.2507], [0.5407, -2.3712, 1.0434], [-2.9811, -3.1589, 0.2682], [2.0102, -2.5628, -3.9260], [-2.8273, 1.1469, 3.5025], [-4.3463, 1.1210, 3.5358], [-5.9236, 1.8948, -0.3149], [4.3078, 3.5132, -0.6632], [1.9134, -1.5935, -2.9324], [-3.5469, -6.5256, 1.7515], [8.3863, -0.9423, -1.4577], [-0.9283, 0.8170, -5.0241], [6.5687, 0.5331, -0.8932], [2.1781, -1.9156, -1.6030], [4.5134, 2.4647, 1.5141], [0.5743, 3.1612, 1.2344], [7.0407, -0.7495, -1.2381], [1.1675, -1.2916, 3.5187], [2.5418, -3.2271, -1.2790], [0.4274, 3.4474, -1.2516], [-1.0657, -0.3671, -5.7242], [-4.3383, -6.1686, 2.8739], [3.9738, -0.5543, 0.0840], [-0.0179, -2.9063, 2.2001], [-3.1060, -5.5626, 0.9001], [9.2687, 0.1334, -1.3619], [7.4637, 1.6202, -0.8214], [0.3065, -2.3781, 3.4401], [0.9493, 2.1429, 1.1019], [4.3054, 3.4405, -1.7440], [-1.0124, 1.7154, -3.0632], [-5.7178, 2.8664, 0.1439], [-1.1855, 2.3976, 4.1341], [-3.3067, -7.5644, 1.5766], [-1.6274, 5.1482, -0.5633], [2.4388, -4.6167, -4.3628], [-1.4742, 4.9817, 1.2025], [-2.6837, 3.2913, 3.7820], [-2.5423, 2.3576, 5.2675], [4.0537, 5.8010, 1.8152], [-0.6772, -3.7626, 2.1315], [-2.5114, -5.8145, 0.0348], [-4.1818, -2.0320, 1.8461], [2.9009, -5.2074, -2.0071], [-4.7073, 1.0539, 4.5621], [4.4278, -1.4876, -0.2505], [-0.9481, -0.3916, -6.7993], [2.3639, 0.1163, 2.4515], [4.6907, 1.5872, 2.1250], [1.6493, -0.5744, -3.1952], [-0.1618, 5.6827, 0.2636], [4.3736, 3.7794, 3.1970], [0.3338, -2.8435, 0.0882], [7.1035, 2.6083, -0.5673], [-0.7022, 1.7459, -5.5287], [0.8334, 2.4413, -1.3866], [-2.5877, -1.0013, 3.5267], [-4.1382, -0.2721, -2.3392], [9.5028, 2.2338, -0.9727], [-2.5147, -0.2401, 5.1195], [-4.7633, 2.0386, 3.1063], [-5.1475, 2.6575, -2.8675], [1.2589, 4.1526, -1.2567], [2.7608, -3.4945, -0.2507], [8.7577, -1.9261, -1.7086], [0.0263, 3.2122, 2.1771], [-5.2850, -4.5939, 3.9874], [-0.1023, -2.8129, 4.3426], [-6.8051, 2.0151, -0.9445], [-4.0694, 3.4098, -1.6943], [-0.2316, 3.6959, -2.0856], [-1.4845, -2.4771, -5.5287], [-2.0713, -3.5844, -3.3565], [4.0969, -0.5011, 1.1687], [4.0137, 5.6350, -0.6487], [10.3242, -0.0247, -1.5393], [-4.6900, -6.9478, 3.5380], [1.4174, -0.8667, 4.4823], [1.4287, 3.8374, 1.2984], [6.3584, -1.5852, -1.3304], [-4.7332, 0.2637, 2.9826], [-5.8390, 0.1585, -2.5000], [-3.4695, 2.1150, -2.7500], [-6.1569, 1.1725, 0.4678], [1.8309, -2.2975, -4.9600], [-5.2853, -0.6641, -1.0340], [-1.1430, -0.0911, 4.0079]], "forces_ev_per_a": [[0.151, -0.327, 0.045], [-0.132, 0.185, 0.098], [-0.034, 0.069, 0.057], [-0.043, 0.020, -0.048], [0.042, 0.095, -0.382], [-0.019, 0.024, 0.377], [0.099, 0.016, 0.164], [0.016, -0.024, 0.001], [-0.015, -0.138, -0.131], [-0.040, 0.273, -0.008], [-0.075, 0.016, 0.062], [-0.018, -0.055, -0.010], [-0.006, 0.057, 0.014], [-0.009, -0.005, -0.031], [-0.015, 0.011, -0.003], [0.000, 0.004, 0.006], [-0.001, 0.000, 0.002], [0.015, -0.005, -0.028], [0.061, -0.019, -0.007], [-0.004, -0.004, -0.005], [0.038, 0.008, 0.034], [-0.001, 0.011, -0.012], [0.009, -0.104, -0.040], [0.034, 0.023, 0.034], [-0.015, -0.100, 0.176], [0.017, 0.060, 0.013], [-0.016, -0.075, 0.047], [-0.060, 0.053, 0.013], [-0.017, -0.063, 0.036], [-0.005, -0.002, 0.003], [0.056, -0.088, -0.047], [0.007, -0.014, 0.019], [-0.003, 0.020, -0.045], [-0.004, 0.006, -0.001], [0.012, 0.023, 0.009], [-0.010, -0.092, -0.020], [0.032, 0.088, -0.296], [-0.011, 0.012, 0.007], [-0.045, -0.009, -0.061], [-0.011, -0.027, 0.022], [-0.026, -0.009, -0.006], [0.014, 0.002, 0.012], [-0.039, -0.013, -0.011], [-0.015, -0.003, 0.015], [0.025, 0.002, -0.001], [0.009, -0.011, 0.001], [0.082, 0.026, -0.024], [0.006, 0.041, -0.042], [-0.021, -0.001, -0.011], [0.006, 0.009, -0.019], [-0.027, 0.016, 0.001], [0.047, 0.005, -0.042], [0.022, -0.004, -0.009], [0.014, 0.023, -0.017], [0.000, 0.006, -0.001], [-0.012, 0.016, 0.020], [-0.021, -0.135, 0.001], [0.006, 0.033, 0.022], [0.008, 0.066, -0.009], [-0.009, -0.005, 0.003], [-0.013, -0.053, 0.002], [0.020, -0.032, -0.024], [-0.002, 0.003, 0.008], [-0.001, 0.004, -0.003], [-0.016, -0.011, -0.003], [0.000, -0.003, 0.007], [0.001, 0.003, 0.006], [-0.004, -0.001, 0.004], [-0.004, -0.004, 0.004], [0.000, 0.001, 0.001], [-0.001, 0.002, -0.003], [0.007, -0.006, 0.001], [-0.003, 0.001, 0.001], [-0.003, -0.002, 0.000], [-0.001, -0.017, -0.004], [-0.002, 0.006, -0.003], [0.016, 0.020, -0.012], [0.002, 0.002, -0.001], [0.001, -0.001, -0.001], [0.006, -0.007, 0.046], [-0.001, 0.000, 0.003], [0.026, -0.010, -0.004], [0.003, 0.010, 0.008], [0.006, 0.003, 0.001], [-0.004, -0.001, 0.005], [0.005, -0.001, -0.001], [-0.019, 0.018, 0.032], [-0.005, 0.006, -0.005], [-0.004, -0.003, -0.003], [-0.001, 0.001, -0.007], [-0.006, -0.021, -0.019], [-0.006, 0.002, 0.004], [0.000, -0.003, 0.001], [-0.008, 0.010, 0.004], [0.002, -0.008, -0.004], [-0.004, -0.003, 0.004], [0.010, -0.001, -0.001], [0.004, 0.003, -0.018], [0.002, 0.003, 0.001], [0.003, -0.010, 0.002], [0.001, 0.002, -0.003], [-0.012, 0.011, -0.004], [0.001, 0.005, 0.001], [-0.004, 0.001, -0.007], [0.004, 0.006, 0.009], [0.004, 0.002, -0.001], [0.043, -0.013, 0.029], [-0.012, 0.068, 0.013], [-0.001, -0.004, 0.003], [-0.002, 0.000, 0.000], [0.005, -0.002, -0.006], [0.006, -0.006, 0.003], [-0.021, -0.005, -0.014], [0.005, 0.009, -0.006], [-0.004, 0.011, -0.007], [-0.005, 0.004, 0.008], [0.006, 0.006, 0.002], [0.003, 0.003, 0.002], [-0.003, -0.002, -0.001], [0.009, 0.005, 0.000], [-0.076, 0.011, 0.004]]}

{"formula": "C5H7N3", "method": "wB97M-V/def2-TZVPD", "charge": 0, "lumo_ev": 0.17, "spin_multiplicity": 1, "smiles": "[H]/N=C(N)\\C=C(/N)C#C", "homo_ev": -8.8, "homo_lumo_gap_ev": 8.9, "symbols": ["N", "N", "N", "C", "C", "C", "C", "C", "H", "H", "H", "H", "H", "H", "H"], "coordinates": [[0.8321, 1.2873, 0.2613], [-2.7388, -0.8981, 0.1280], [-1.6306, 1.1055, -0.5166], [0.8174, -0.0169, -0.1341], [2.2009, -0.4724, -0.1727], [-0.1629, -0.8402, -0.1877], [-1.5413, -0.2874, -0.4028], [3.4361, -0.5506, -0.2561], [1.3841, 1.6348, 1.0881], [-3.3337, 0.0395, 0.2992], [4.6042, -0.6153, -0.0006], [-0.9649, 1.9173, -0.7691], [-0.2003, 1.4678, 0.1509], [-2.6914, -1.7974, 0.8028], [-0.0106, -1.9738, -0.2905]], "forces_ev_per_a": [[-1.556, 1.841, -0.180], [0.743, 1.452, 0.030], [-1.785, -2.646, -0.177], [6.472, 1.073, 2.327], [3.681, -0.475, -0.345], [-5.277, -4.763, -2.653], [0.813, 4.577, 3.244], [-0.160, -0.078, 1.543], [-0.751, -1.097, -1.588], [1.161, -3.347, 0.054], [-3.535, 0.082, -1.093], [-1.579, -2.797, -0.999], [1.829, 0.784, 2.043], [-0.048, 3.397, -2.125], [-0.010, 1.998, -0.083]]}

{"formula": "CH3Cl2OP", "method": "wB97M-V/def2-TZVPD", "charge": 0, "lumo_ev": [-0.49, 0.35], "spin_multiplicity": 1, "homo_ev": [-7.6, -7.9], "homo_lumo_gap_ev": [7.1, 8.2], "symbols": ["Cl", "Cl", "P", "O", "C", "H", "H", "H"], "coordinates": [[-1.1190, -0.3168, -1.9508], [2.6513, 3.3749, -0.2981], [-1.1867, -2.8337, -0.1572], [-0.9484, -1.3095, 0.4014], [-0.8745, -0.2085, -0.2614], [-1.0117, -3.3386, 1.2460], [3.1192, 3.9613, 0.7556], [-0.6302, 0.6709, 0.2645]], "forces_ev_per_a": [[0.131, 0.418, 0.293], [0.151, 0.194, 0.364], [0.025, -1.304, 1.258], [0.321, 0.763, 0.475], [-0.395, -1.097, -0.774], [-0.233, 0.306, -1.388], [-0.162, -0.204, -0.364], [0.162, 0.925, 0.136]]}

{"formula": "C17H14HfN6O6S2", "method": "wB97M-V/def2-TZVPD", "charge": 2, "lumo_ev": -7.80, "spin_multiplicity": 1, "homo_ev": -14.4, "homo_lumo_gap_ev": 6.6, "symbols": ["Hf", "S", "S", "O", "O", "O", "O", "O", "O", "N", "N", "N", "N", "N", "N", "C", "C", "C", "C", "C", "C", "C", "C", "C", "C", "C", "C", "C", "C", "C", "C", "C", "H", "H", "H", "H", "H", "H", "H", "H", "H", "H", "H", "H", "H", "H"], "coordinates": [[-0.3820, 0.1586, 0.0838], [-4.8195, -0.6674, 0.6124], [2.0311, 1.1580, 0.5093], [4.8106, -1.5546, -4.1554], [1.9766, -3.4274, 1.2589], [5.4181, -2.7006, -2.4225], [-0.4554, 0.6006, -1.8510], [0.5816, -1.7909, 1.1245], [-0.0374, 0.6139, -4.0653], [1.4273, -2.5888, 0.6276], [3.3765, 1.2653, 2.7577], [4.6226, -2.0826, -3.0890], [-0.1132, 0.4939, 2.5169], [1.1766, 0.7164, 3.0215], [-1.7588, 1.8682, 0.4062], [2.1982, 1.0311, 2.2127], [-1.4402, 3.1703, 0.2720], [0.1214, 0.1392, -2.9936], [-2.7927, -2.2233, 0.6676], [-3.2572, 0.0251, 0.4909], [3.0192, -2.5214, -1.2694], [-2.4041, 4.1402, 0.1296], [1.7431, -2.3487, -0.7745], [-4.0706, 2.4079, 0.2386], [-4.1578, -2.2320, 0.7261], [-2.2331, -0.9235, 0.5231], [3.2516, -1.9434, -2.5129], [2.3371, -1.1463, -3.1841], [1.0707, -0.9863, -2.6275], [-3.7407, 3.7454, 0.1146], [-3.0543, 1.4708, 0.3827], [0.7562, -1.6854, -1.4798], [-0.2825, -1.7702, -1.1445], [-4.8138, -3.0824, 0.8265], [-0.4633, -0.3883, 2.8916], [4.1564, 1.5075, 2.1659], [-2.1181, 5.1759, 0.0235], [-5.1045, 2.0940, 0.2117], [-0.7340, 1.2391, 2.8288], [-0.3834, 3.4101, 0.2684], [-2.2081, -3.1314, 0.7242], [-4.5223, 4.4836, -0.0046], [3.8150, -3.0205, -0.7333], [2.6297, -0.6318, -4.0906], [3.5344, 1.2501, 3.7553], [1.2929, 0.6819, 4.0256]], "forces_ev_per_a": [[0.425, 0.066, -0.006], [0.121, -0.060, 0.036], [-0.106, -0.011, 0.000], [0.023, -0.034, -0.018], [-0.004, 0.020, 0.032], [0.039, -0.038, -0.010], [0.014, -0.069, 0.050], [-0.072, 0.009, -0.013], [0.097, -0.114, -0.068], [0.019, -0.053, -0.004], [-0.028, 0.000, 0.094], [-0.076, 0.078, 0.060], [-0.020, -0.086, -0.037], [0.001, 0.012, 0.019], [0.013, -0.029, -0.050], [-0.007, -0.021, -0.060], [-0.132, 0.100, -0.069], [-0.066, 0.089, 0.063], [-0.025, -0.122, 0.007], [-0.132, 0.002, 0.010], [-0.141, 0.078, -0.117], [0.077, -0.056, 0.039], [0.031, 0.054, -0.067], [0.086, 0.072, 0.027], [0.079, 0.030, -0.034], [-0.161, 0.264, 0.107], [0.007, -0.011, -0.009], [-0.024, -0.057, 0.057], [0.027, 0.085, -0.033], [0.016, -0.034, -0.003], [-0.101, -0.002, -0.040], [0.086, -0.072, 0.037], [-0.047, -0.075, -0.082], [0.010, -0.022, 0.004], [0.000, -0.010, 0.008], [0.001, 0.005, -0.004], [-0.009, 0.009, 0.004], [0.001, -0.032, 0.005], [-0.010, 0.000, 0.033], [-0.012, 0.024, 0.002], [-0.023, -0.021, 0.007], [-0.006, 0.007, -0.001], [-0.015, -0.004, 0.033], [-0.008, 0.017, -0.003], [0.015, 0.000, -0.009], [0.039, 0.014, 0.003]]}

- charge of number 1 (C3H6N2O)?
  0